The following is a quantum chemistry calculation of C17H16Cl5GeN3STi as an isolated structure, from the OMol25 dataset.

Computed properties:
Expectation value of S²: 0.759
E (eV): -175446.31755
Energy relative to the best compared isomer or geometry (same formula, charge and spin) (kJ/mol): 0.0
HOMO level (alpha / beta) (eV): -4.13 / -4.35
Total charge: -1
LUMO (alpha / beta) (eV): 2.34 / 2.34
Multiplicity: 2

CARTESIAN COORDINATES (ANGSTROEM)
Ti -0.55032 0.21411 -0.50203
Cl -2.46227 -1.39028 0.21232
C -3.28079 -0.61107 1.55055
C -4.47059 -1.18826 1.94716
C -5.17781 -0.63226 2.99896
C -4.67174 0.49043 3.63153
C -3.47630 1.04434 3.20935
Cl -2.91472 2.45829 4.05166
C -2.71955 0.52542 2.14338
S -1.23432 1.27455 1.62674
H -4.83921 -2.05901 1.42258
H -6.11622 -1.06518 3.31751
H -5.20147 0.95239 4.45332
C 1.43428 -2.80507 -2.57655
C 2.35389 -2.52460 -1.41857
C 3.55285 -3.20885 -1.29122
C 4.42705 -2.95715 -0.24171
C 4.07825 -2.00551 0.70575
C 2.88538 -1.30003 0.61817
C 2.50728 -0.28402 1.65491
C 1.99947 -1.54119 -0.46092
N 0.83585 -0.83777 -0.57228
H 1.76534 -2.28193 -3.47864
H 0.42522 -2.46241 -2.35694
H 1.41178 -3.87300 -2.80462
H 3.80417 -3.96016 -2.03442
H 5.36004 -3.50086 -0.15590
H 4.74434 -1.80339 1.53900
H 3.26506 -0.22267 2.43845
H 1.54449 -0.52739 2.10909
H 2.38017 0.70964 1.21683
Cl -4.15378 1.76701 -4.54219
Ge -2.83333 2.35615 -2.80482
Cl -1.48544 0.35599 -2.88067
Cl -4.14204 1.60148 -1.14076
N 2.04556 3.41286 -1.75718
C 1.12374 4.24454 -1.15998
C 0.16136 3.42613 -0.66025
N 0.47476 2.11944 -0.95945
C 1.61079 2.14349 -1.61346
H 2.89529 3.68801 -2.21435
H 1.23890 5.31270 -1.14062
H -0.72550 3.67402 -0.10336
H 2.13008 1.27107 -1.97636